(1)
DFT (wB97M-V/def2-TZVPD) results for C40H59CuN4O3SSbSe as an isolated structure in a non-equilibrium geometry.

XYZ file:
```
110
C40H59CuN4O3SSbSe wB97M-V/def2-TZVPD
Cu 1.047 -0.404 0.341
C 4.890 0.128 3.551
C 3.894 0.747 2.597
O 2.696 0.758 2.806
N 4.450 1.335 1.510
C 3.679 1.875 0.394
C 3.648 0.886 -0.746
C 4.208 1.172 -1.981
C 4.202 0.198 -2.967
C 3.688 -1.051 -2.672
C 3.137 -1.248 -1.420
N 3.093 -0.303 -0.485
H 4.353 -0.445 4.302
H 5.464 0.913 4.045
H 5.576 -0.526 3.013
H 5.437 1.213 1.359
H 4.132 2.814 0.077
H 2.662 2.056 0.748
H 4.632 2.149 -2.169
H 4.606 0.409 -3.948
H 3.671 -1.844 -3.405
H 2.691 -2.197 -1.141
C -1.306 3.482 4.942
C -0.298 3.253 3.826
C -0.111 4.511 2.986
Sb -0.703 1.521 2.484
C -1.402 0.161 4.077
C -0.233 -0.244 4.967
C -2.054 -1.063 3.443
C -2.730 1.918 1.656
C -2.645 2.987 0.573
C -3.827 2.228 2.666
H -1.002 4.344 5.547
H -1.377 2.621 5.607
H -2.298 3.695 4.545
H 0.665 2.977 4.267
H -1.061 4.839 2.560
H 0.585 4.338 2.162
H 0.283 5.332 3.594
H -2.139 0.716 4.664
H 0.482 -0.837 4.393
H -0.579 -0.848 5.813
H 0.289 0.630 5.363
H -1.327 -1.587 2.816
H -2.911 -0.791 2.823
H -2.398 -1.759 4.215
H -2.945 0.958 1.173
H -2.485 3.978 1.005
H -3.570 3.023 -0.012
H -1.825 2.779 -0.114
H -3.716 3.237 3.066
H -3.831 1.521 3.498
H -4.808 2.173 2.182
C 3.192 -4.673 1.586
N 1.780 -4.642 1.270
C 1.021 -5.712 0.835
C -0.231 -5.255 0.634
N -0.234 -3.925 0.979
C 1.002 -3.535 1.328
S 1.551 -2.000 1.826
H 3.663 -5.475 1.023
H 3.345 -4.834 2.654
H 3.627 -3.712 1.318
H 1.445 -6.689 0.687
H -1.110 -5.760 0.277
H -0.942 -3.241 0.678
C -2.211 6.333 -3.301
C -1.559 5.034 -2.911
C -2.144 3.816 -3.220
C -1.556 2.605 -2.864
C -2.243 1.324 -3.224
C -0.344 2.620 -2.163
C 0.255 3.840 -1.844
C 1.555 3.867 -1.088
C -0.355 5.027 -2.222
C 0.344 1.341 -1.709
O 1.015 0.686 -2.496
O 0.218 1.105 -0.429
H -3.036 6.164 -3.992
H -1.492 7.002 -3.774
H -2.608 6.841 -2.420
H -3.083 3.798 -3.762
H -3.131 1.510 -3.829
H -2.540 0.794 -2.320
H -1.567 0.669 -3.772
H 2.246 3.136 -1.512
H 1.386 3.605 -0.040
H 2.012 4.855 -1.131
H 0.123 5.971 -1.980
C -2.254 -6.648 -4.734
C -1.915 -5.468 -3.864
C -0.649 -4.903 -3.869
C -0.330 -3.812 -3.068
C 1.059 -3.241 -3.109
C -1.307 -3.272 -2.222
Se -0.910 -1.718 -1.146
C -2.600 -3.823 -2.209
C -3.699 -3.264 -1.342
C -2.877 -4.907 -3.032
H -1.401 -6.948 -5.341
H -3.083 -6.409 -5.402
H -2.560 -7.501 -4.124
H 0.112 -5.317 -4.523
H 1.587 -3.567 -4.006
H 1.625 -3.579 -2.235
H 1.032 -2.150 -3.086
H -3.537 -2.204 -1.163
H -3.721 -3.766 -0.370
H -4.673 -3.398 -1.813
H -3.877 -5.328 -3.032
```

E_LUMO (alpha / beta) ... 0.3 / -1.6 eV
Total energy ... -181901.0365 eV
HOMO (alpha / beta) ... -7.1 / -6.8 eV
Spin multiplicity ... 2
Expectation value of S² ... 0.77

Atom charges from the Mulliken analysis, given in e for atoms 1 to 8: Cu 2.615; C -1.664; C 0.600; O -0.323; N 0.001; C 0.034; C 0.542; C -0.702

(2)
DFT (wB97M-V/def2-TZVPD) results for a single C17H26N4O3 molecule in a non-equilibrium geometry.

XYZ file:
```
50
C17H26N4O3 wB97M-V/def2-TZVPD
C -2.493 -0.694 3.498
N -3.181 -0.972 2.231
C -4.634 -0.877 2.433
C -5.409 -1.292 1.169
C -4.978 -0.490 -0.066
C -3.453 -0.582 -0.226
C -2.690 -0.172 1.068
C -1.150 -0.362 0.814
O -0.724 -1.505 0.605
N -0.284 0.693 0.895
C 1.163 0.411 0.985
C 1.835 0.024 -0.353
C 3.348 0.190 -0.352
O 3.859 1.207 0.105
N 4.060 -0.813 -0.874
C 5.520 -0.823 -1.009
C 5.925 -0.857 -2.467
N 6.359 -1.893 -3.147
C 6.551 -1.423 -4.366
C 6.220 -0.079 -4.430
O 5.811 0.286 -3.194
C -0.552 2.139 0.733
C -0.437 2.742 -0.659
C -1.772 2.709 0.005
H -1.424 -0.901 3.429
H -2.618 0.346 3.805
H -2.875 -1.331 4.298
H -4.925 -1.542 3.249
H -4.905 0.133 2.748
H -5.283 -2.363 1.008
H -6.476 -1.150 1.342
H -5.479 -0.866 -0.959
H -5.276 0.554 0.046
H -3.189 -1.610 -0.483
H -3.130 0.013 -1.080
H -2.847 0.873 1.318
H 1.649 1.318 1.353
H 1.399 -0.332 1.750
H 1.488 -0.948 -0.700
H 1.478 0.692 -1.133
H 3.561 -1.618 -1.216
H 6.003 0.014 -0.497
H 5.896 -1.718 -0.511
H 6.914 -2.044 -5.172
H 6.219 0.681 -5.202
H -0.171 2.727 1.572
H 0.091 3.691 -0.764
H -0.266 2.087 -1.514
H -2.528 2.087 -0.470
H -2.201 3.639 0.381
```

SMILES ... CN1CCCC[C@@H]1C(=O)N(CCC(=O)NCc1ncco1)C1CC1
E_LUMO ... 0.8 eV
Total energy ... -30152.8089 eV
HOMO ... -8.4 eV
Spin multiplicity ... 1

Atom charges from the natural (NBO) analysis, given in e for atoms 1 to 8: C -0.412; N -0.429; C -0.212; C -0.403; C -0.395; C -0.402; C -0.126; C 0.696